(one)
22
Properties=species:S:1:pos:R:3:mulliken_charge:R:1 method="wB97M-V/def2-TZVPD" homo_energy_ha="-0.3280 / -0.3036" multiplicity=1 lumo_ev="-1.3 / -0.5" gap_ev="7.601 / 7.738"
C -0.861 -0.124 1.520 -0.1678
C 0.676 -2.252 2.353 0.2908
C 0.777 -1.802 0.940 0.6588
C 1.462 2.014 -0.577 -0.7945
C -0.842 0.962 -3.048 -0.9239
C 0.029 -0.283 -0.698 -0.7959
N -0.840 -0.359 2.765 -0.7129
N -0.184 -1.520 3.134 0.1548
N -0.078 -0.710 0.578 0.0848
O 1.153 -3.272 2.812 -0.5822
O 1.429 -2.435 0.129 -0.5447
O -1.834 1.830 -0.780 -0.6007
S -1.467 0.528 -1.380 0.5508
H -1.459 0.681 1.274 0.6907
H 0.618 2.378 0.101 0.2889
H 2.350 1.566 -0.172 0.3171
H 1.395 2.277 -1.642 0.3161
H 0.057 1.345 -2.920 0.2267
H -1.559 1.659 -3.533 0.3450
H -0.883 0.062 -3.550 0.4071
H 0.430 -0.853 -1.427 0.5324
H -0.369 -1.692 4.122 0.2585

(two)
22
Properties=species:S:1:pos:R:3:mulliken_charge:R:1 method="wB97M-V/def2-TZVPD" homo_energy_ha="-0.2624 / -0.2623" multiplicity=1 lumo_ev="0.1 / 0.1" gap_ev="7.285 / 7.284"
C -0.860 0.268 0.253 0.2055
C -1.810 -0.407 -0.546 0.6006
C 1.031 1.307 -1.259 0.5459
C -0.057 1.668 1.932 -0.4476
C 0.457 -0.210 0.330 0.2339
C 2.041 -1.970 0.397 -0.7681
N -1.119 1.206 1.106 -0.7142
N -2.835 -1.024 0.090 -0.4110
N 0.376 0.973 -2.389 -0.3175
O -1.940 -0.444 -1.794 -0.7444
O 1.741 2.177 -0.835 -0.4710
O 0.902 -1.370 -0.275 -0.3383
S 1.239 0.421 1.841 -0.0727
H 0.340 2.661 1.641 0.2776
H -0.420 1.825 2.895 0.4693
H 2.924 -1.190 0.264 0.3332
H 2.248 -2.844 -0.117 0.2947
H 1.863 -2.250 1.529 0.2794
H -2.602 -1.392 0.991 0.2332
H -3.476 -1.513 -0.456 0.2662
H -0.541 0.484 -2.413 0.2891
H 0.497 1.624 -3.184 0.2562

It is (two) that is most stable; the runner-up trails by 0.0951 hartree.

(one)
22
Properties=species:S:1:pos:R:3:mulliken_charge:R:1 method="wB97M-V/def2-TZVPD" homo_energy_ha=-0.2416 multiplicity=1 lumo_ev=0.7 gap_ev=7.246
C -1.386 1.206 0.107 0.4369
C -0.103 -1.028 1.484 -0.4235
C -2.408 0.759 0.814 -0.6229
C 3.790 -0.261 -0.269 -0.5724
C 2.678 -0.528 -1.008 -0.5462
C -0.910 2.514 -0.333 -0.9978
C -0.667 -2.378 1.155 -0.8903
S 0.226 0.100 0.223 -0.0349
H 0.465 -0.842 2.445 0.2780
H -2.207 -0.336 1.105 0.1081
H -3.353 1.212 1.049 0.3650
H 4.186 0.736 -0.527 0.2335
H 4.441 -1.021 0.096 0.3056
H 2.263 0.263 -1.653 0.2557
H 2.236 -1.504 -0.992 0.3219
H -1.820 3.262 -0.134 0.2959
H -0.541 2.406 -1.369 0.2660
H -0.142 2.850 0.356 0.2981
H -0.065 -3.151 1.660 0.2821
H -1.775 -2.558 1.450 0.2608
H -0.585 -2.586 -0.013 0.2099
H -0.171 -0.611 -0.813 0.1705

(two)
22
Properties=species:S:1:pos:R:3:mulliken_charge:R:1 method="wB97M-V/def2-TZVPD" homo_energy_ha=-0.3298 multiplicity=1 lumo_ev=0.8 gap_ev=9.784 smiles=CC(C)(C)[C@H]1C[C@@H]1S
C -0.803 -1.718 1.228 -1.6922
C -1.178 -0.774 0.054 1.7546
C -2.611 -0.286 0.280 -1.6797
C -1.038 -1.522 -1.292 -1.7090
C -0.296 0.496 -0.051 -0.3698
C 0.226 1.064 1.211 -0.7952
C 1.174 0.417 0.224 -0.2319
H -0.687 -1.194 2.185 0.3250
H 0.126 -2.299 1.045 0.3662
H -1.600 -2.491 1.282 0.4262
H -2.927 0.391 -0.498 0.4103
H -2.777 0.198 1.269 0.3406
H -3.307 -1.156 0.339 0.4054
H -1.172 -0.831 -2.119 0.3818
H -1.779 -2.308 -1.360 0.4337
H -0.067 -2.062 -1.318 0.3564
H -0.648 1.206 -0.845 0.6690
H 0.167 2.143 1.303 0.3086
H 0.078 0.573 2.144 0.1472
H 1.594 -0.544 0.502 0.3060
H 2.030 0.809 -1.937 0.1132
S 2.383 1.344 -0.745 -0.2663

It is (two) that is most stable; the runner-up trails by 0.1933 hartree.

(one)
10
Properties=species:S:1:pos:R:3:mulliken_charge:R:1 method="wB97M-V/def2-TZVPD" homo_energy_ha=-0.3680 multiplicity=1 lumo_ev=-0.1 gap_ev=9.895
C 1.118 0.020 -0.632 0.2749
C -0.082 0.459 0.188 0.3339
N -0.831 -0.458 0.942 -0.5778
O 0.930 -1.276 -1.116 -0.4676
O 2.001 0.718 -1.005 -0.4775
Cl 0.321 1.825 1.190 -0.1615
H -0.736 0.977 -1.172 0.2462
H -1.756 -0.701 0.646 0.2379
H -0.985 -0.062 1.842 0.2320
H 0.020 -1.502 -0.883 0.3594

(two)
10
Properties=species:S:1:pos:R:3:mulliken_charge:R:1 method="wB97M-V/def2-TZVPD" homo_energy_ha=-0.3791 multiplicity=1 lumo_ev=0.3 gap_ev=10.621 smiles="N[C@@H](Cl)C(=O)O"
C -0.600 1.091 -0.413 0.4818
C 0.331 -0.211 -0.455 -0.0041
N 0.244 -0.881 0.749 -0.5187
O -0.684 1.476 0.851 -0.4734
O -1.186 1.629 -1.287 -0.4815
Cl -0.257 -1.104 -1.981 -0.2098
H 1.589 0.045 -0.805 0.2888
H 1.074 -1.533 0.898 0.2518
H -0.592 -1.457 1.099 0.2420
H 0.080 0.946 1.345 0.4232

It is (two) that is most stable; the runner-up trails by 0.0365 hartree.

(one)
10
Properties=species:S:1:pos:R:3:mulliken_charge:R:1 method="wB97M-V/def2-TZVPD" homo_energy_ha=-0.2848 multiplicity=1 lumo_ev=0.2 gap_ev=7.977
C -2.401 3.055 -0.862 0.7423
C -0.712 -0.273 -0.243 -0.4425
N -0.346 -1.766 -0.613 -0.4111
O -1.372 3.571 -0.983 -0.3838
O -3.425 2.561 -0.730 -0.3641
Cl -0.669 0.629 -1.872 -0.2766
H 0.211 0.055 0.263 0.1104
H 0.493 -2.140 -1.111 0.3014
H -1.118 -2.139 -1.125 0.3191
H -0.291 -2.062 0.396 0.4050

(two)
10
Properties=species:S:1:pos:R:3:mulliken_charge:R:1 method="wB97M-V/def2-TZVPD" homo_energy_ha=-0.3718 multiplicity=1 lumo_ev=0.5 gap_ev=10.665
C 1.200 -1.311 -0.229 0.2226
C -1.897 1.238 -0.265 0.0389
N 1.620 -0.222 -0.723 -0.3011
O 0.940 -1.632 1.015 -0.3581
O -2.118 0.075 -0.145 -0.3797
Cl 1.812 1.056 0.433 -0.2052
H 0.784 -2.123 -0.760 0.3604
H -2.536 2.135 -0.211 0.2519
H -0.860 1.598 -0.609 0.1012
H 1.053 -0.814 1.496 0.2692

It is (one) that is most stable; the runner-up trails by 0.0178 hartree.

(one)
8
Properties=species:S:1:pos:R:3:mulliken_charge:R:1 method="wB97M-V/def2-TZVPD" homo_energy_ha="-0.2291 / -0.3765" multiplicity=3 s2=2.01 lumo_ev="0.9 / -2.6" gap_ev="7.149 / 7.648"
C -0.400 -0.959 -0.563 -0.4243
N 0.397 1.041 0.324 -0.2759
O 0.375 -0.321 0.477 -0.1445
Br -0.277 1.989 1.843 -0.1543
H -0.668 -1.946 -0.026 0.1892
H 0.187 -1.040 -1.478 0.2442
H -1.168 -0.183 -0.830 0.2455
H 1.554 1.420 0.253 0.3202

(two)
8
Properties=species:S:1:pos:R:3:mulliken_charge:R:1 method="wB97M-V/def2-TZVPD" homo_energy_ha="-0.2390 / -0.3584" multiplicity=3 s2=2.01 lumo_ev="0.9 / -2.4" gap_ev="7.414 / 7.305"
C -0.917 0.524 -0.393 -0.3048
N 0.762 -1.004 0.333 -0.3175
O -0.227 -0.181 0.751 -0.1178
Br 2.410 -0.014 -0.195 -0.2152
H -0.058 0.817 -0.895 0.1937
H -1.517 1.293 0.173 0.1982
H -1.604 -0.079 -1.004 0.2294
H 1.152 -1.357 1.230 0.3340

It is (two) that is most stable; the runner-up trails by 0.0306 hartree.

(one)
28
Properties=species:S:1:pos:R:3:mulliken_charge:R:1 method="wB97M-V/def2-TZVPD" homo_energy_ha=-0.2746 multiplicity=1 lumo_ev=0.6 gap_ev=8.027
C 0.254 -3.313 -0.497 -0.9761
C -0.747 -2.104 -0.677 -0.3198
C -2.081 1.127 -0.980 -1.2919
C -2.103 1.599 1.548 -1.5520
C 2.761 1.210 0.816 -0.9828
C 2.376 0.757 -1.515 -1.1900
C -2.137 0.559 0.402 0.6454
C 2.423 0.309 -0.140 0.4431
O -0.382 -0.804 2.139 -0.5162
Si -0.860 -0.816 0.580 0.2329
H -0.371 -4.211 -0.506 0.3549
H 0.720 -3.382 0.565 0.2049
H -0.865 -1.678 -1.719 0.2863
H -2.747 2.019 -1.006 0.4017
H -1.054 1.540 -1.274 0.2128
H -2.446 0.470 -1.828 0.3112
H -2.350 1.353 2.565 0.3633
H -2.876 2.356 1.281 0.3800
H -1.167 2.083 1.634 0.3711
H 1.035 -3.365 -1.295 0.2596
H 2.960 1.202 1.887 0.2698
H 3.116 2.205 0.665 0.2586
H 3.154 0.275 -1.989 0.4242
H 2.501 1.781 -1.671 0.3945
H 1.468 0.362 -2.046 0.2047
H -3.084 0.181 0.521 0.2952
H 2.014 -0.730 0.110 0.1960
H 0.487 -0.985 2.431 0.3185

(two)
28
Properties=species:S:1:pos:R:3:mulliken_charge:R:1 method="wB97M-V/def2-TZVPD" homo_energy_ha=-0.3217 multiplicity=1 lumo_ev=0.9 gap_ev=9.699 smiles="CCCC(=O)[SiH](CC)CC"
C 0.345 0.585 0.856 0.5442
C 3.364 0.084 0.089 -1.1317
C 0.059 -2.789 0.502 -1.0759
C -2.791 2.139 0.196 -1.2420
C 1.059 0.966 -0.424 -0.5194
C 2.531 1.321 -0.224 -0.5441
C -1.058 -1.989 -0.161 -0.5041
C -2.514 0.765 -0.405 -0.4956
O 0.807 0.819 1.950 -0.5882
Si -1.364 -0.302 0.682 0.1131
H 3.299 -0.638 -0.723 0.2880
H 4.408 0.352 0.227 0.3496
H 3.008 -0.385 1.002 0.2869
H 0.998 -2.241 0.468 0.1761
H -0.176 -2.982 1.546 0.3103
H 0.203 -3.745 0.002 0.3718
H -3.280 2.042 1.161 0.3157
H -1.865 2.690 0.344 0.3073
H -3.437 2.726 -0.455 0.3649
H 0.512 1.823 -0.829 0.3203
H 0.953 0.148 -1.140 0.2925
H 2.610 2.027 0.605 0.2894
H 2.915 1.806 -1.125 0.3728
H -1.976 -2.577 -0.138 0.4552
H -0.815 -1.847 -1.216 0.3241
H -2.082 0.893 -1.400 0.3578
H -3.462 0.246 -0.550 0.4276
H -1.899 -0.469 2.038 -0.1665

It is (two) that is most stable; the runner-up trails by 0.1016 hartree.